The molecule C5H9N3, computed with ωB97M-V with the def2-TZVPD basis set.

Output
SMILES: CN(C)n1cccn1
HOMO-LUMO gap: 9.91 eV
charge: 0
HOMO level: -0.3258 Ha
spin multiplicity: 1
molecular weight: 111.15 g/mol
calculated total energy: -9797.260 eV
LUMO level: 0.038 hartree

Atoms and positions in Å:
1 C -1.713 0.579 0.986
2 H -1.028 -0.678 -2.010
3 H 3.421 0.901 -0.620
4 N -0.949 0.374 -0.305
5 C 1.280 1.102 -0.459
6 H -1.679 -0.255 1.764
7 H -0.880 -1.848 -0.418
8 H -2.702 0.657 0.761
9 N 0.875 -1.033 0.385
10 C 2.211 -0.800 0.465
11 C -1.418 -0.856 -0.958
12 H -1.447 1.629 1.265
13 H 2.939 -1.533 1.010
14 H 0.823 2.147 -0.812
15 C 2.465 0.505 -0.187
16 N 0.428 0.127 -0.098
17 H -2.624 -1.019 -0.766

C5H9N3 as an isolated structure, computed with ωB97M-V with the def2-TZVPD basis set.

Output
HOMO-LUMO gap: 10.28 eV
charge: 0
HOMO level: -0.3462 Ha
spin multiplicity: 1
molecular weight: 111.15 g/mol
calculated total energy: -9795.219 eV
LUMO level: 0.032 hartree

Atoms and positions in Å:
1 H 3.496 -0.643 0.312
2 N -0.106 -0.908 -0.120
3 H -3.333 -1.297 -0.442
4 C 2.224 -1.053 -0.023
5 H 2.012 -1.705 0.978
6 H -2.884 -0.958 1.168
7 H -0.828 1.747 -1.453
8 H 2.521 -1.665 -0.972
9 C -1.024 1.396 -0.343
10 C -1.186 -0.202 -0.208
11 C 1.057 0.922 0.327
12 H 1.925 1.118 1.174
13 N 0.176 1.718 0.441
14 C -2.348 -1.124 0.264
15 N 1.175 -0.211 -0.484
16 H -1.908 -2.258 0.688
17 H -2.061 1.831 -0.417

A 2-piece molecular cluster, C5H9N3 overall, computed with ωB97M-V with the def2-TZVPD basis set.

Output
SMILES: C=NC(=C)C.N=C=N
HOMO-LUMO gap: 9.70 eV
charge: 0
HOMO level: -0.3407 Ha
spin multiplicity: 1
molecular weight: 111.15 g/mol
calculated total energy: -9799.157 eV
LUMO level: 0.016 hartree

Atoms and positions in Å:
1 C 0.856 -0.320 0.285
2 C -0.417 -2.090 -0.566
3 N -1.322 2.218 -0.228
4 H 0.676 0.784 -1.552
5 N 0.086 -1.471 0.412
6 N -2.485 0.414 0.810
7 C 1.085 0.358 1.410
8 H 1.606 -0.743 -1.685
9 H 0.659 0.034 2.343
10 H -2.380 -0.571 0.826
11 C -1.760 1.250 0.341
12 H -0.374 -1.788 -1.618
13 H 1.670 1.260 1.416
14 C 1.402 0.112 -1.049
15 H 2.337 0.669 -0.899
16 H -0.975 -2.989 -0.346
17 H -0.663 2.873 0.102

The molecule C5H9N3, computed with ωB97M-V with the def2-TZVPD basis set.

Output
SMILES: NCCc1c[nH]cn1
HOMO-LUMO gap: 9.39 eV
charge: 0
HOMO level: -0.3148 Ha
spin multiplicity: 1
molecular weight: 111.15 g/mol
calculated total energy: -9800.618 eV
LUMO level: 0.030 hartree

Atoms and positions in Å:
1 C -0.753 0.616 -0.981
2 H -2.689 -0.841 1.235
3 H 2.075 1.648 -0.812
4 C 0.493 0.194 -0.236
5 H 2.349 -2.004 1.189
6 H 3.602 0.027 0.352
7 H -0.742 1.625 -1.401
8 C -1.987 0.546 0.016
9 N -2.300 -0.872 0.283
10 H -1.007 -0.258 -1.625
11 C 1.888 -1.207 0.626
12 H -1.648 1.135 0.856
13 H -1.442 -1.360 0.545
14 C 1.731 0.834 -0.191
15 N 2.606 -0.094 0.317
16 H -2.834 1.123 -0.355
17 N 0.658 -1.112 0.180

The molecule C5H9N3, computed with ωB97M-V with the def2-TZVPD basis set.

Output
SMILES: C1=NN[C@H]2C[C@@H]2NC1
HOMO-LUMO gap: 8.91 eV
charge: 0
HOMO level: -0.2945 Ha
spin multiplicity: 1
molecular weight: 111.15 g/mol
calculated total energy: -9795.508 eV
LUMO level: 0.033 hartree

Atoms and positions in Å:
1 H 0.545 -2.561 0.062
2 H 0.698 2.308 0.378
3 H -1.233 1.415 1.476
4 C 2.115 -0.099 0.158
5 H -2.661 -0.236 -0.230
6 H -2.133 1.654 0.173
7 N -1.187 -1.399 -0.268
8 N 0.078 1.744 -0.321
9 N 0.040 -1.593 0.168
10 H 0.494 0.104 1.331
11 C 0.954 0.554 -0.615
12 H 2.660 -0.590 -0.661
13 C -1.225 1.183 0.380
14 H 2.686 0.488 0.966
15 C 0.728 -0.521 0.400
16 C -1.642 -0.137 -0.157
17 H 0.847 0.265 -1.546

The molecule C5H9N3, computed with ωB97M-V with the def2-TZVPD basis set.

Output
SMILES: C1=NN2C[C@H]2CCN1
HOMO-LUMO gap: 9.38 eV
charge: 0
HOMO level: -0.3140 Ha
spin multiplicity: 1
molecular weight: 111.15 g/mol
calculated total energy: -9796.134 eV
LUMO level: 0.031 hartree

Atoms and positions in Å:
1 H -1.374 1.104 -0.306
2 H 1.283 2.279 0.655
3 H -0.353 0.476 -2.408
4 N -0.331 -0.323 1.670
5 H 1.340 0.981 -1.968
6 N 0.389 0.482 0.718
7 H 1.660 -1.138 -0.935
8 H -0.532 2.467 1.152
9 H -1.176 -2.024 1.302
10 H -0.814 -2.290 -0.782
11 C 0.643 -1.008 -1.136
12 N -0.457 -1.305 -0.426
13 C 0.300 1.943 0.776
14 H 0.534 -1.662 -2.043
15 C -0.320 1.088 -0.345
16 C -0.707 -1.165 0.904
17 C 0.453 0.447 -1.599

C5H9N3 as an isolated structure, computed with ωB97M-V with the def2-TZVPD basis set.

Output
HOMO-LUMO gap: 7.90 eV
charge: 0
HOMO level: -0.2782 Ha
spin multiplicity: 1
molecular weight: 111.15 g/mol
calculated total energy: -9796.373 eV
LUMO level: 0.012 hartree

Atoms and positions in Å:
1 H -1.341 -1.903 0.076
2 C 1.178 0.087 0.825
3 C 0.922 -0.240 -0.576
4 C -0.752 0.129 0.141
5 H 1.982 0.091 2.567
6 C -1.209 1.335 -0.158
7 N 1.121 -0.013 2.035
8 N 1.407 0.729 -1.493
9 H -0.579 2.125 -0.547
10 H -2.260 1.573 -0.033
11 C -1.496 -1.026 0.702
12 H -2.561 -0.790 0.766
13 H 1.496 -1.708 -1.654
14 H 1.532 1.661 -1.119
15 H -1.136 -1.259 1.708
16 H 0.856 0.735 -2.343
17 N 0.840 -1.526 -0.898

The molecule C5H9N3, computed with ωB97M-V with the def2-TZVPD basis set.

Output
HOMO-LUMO gap (alpha / beta): 4.95 / 8.67 eV
charge: 0
HOMO level (alpha / beta): -0.1473 / -0.3545 Ha
spin multiplicity: 3
molecular weight: 111.15 g/mol
⟨S²⟩: 2.013
calculated total energy: -9796.166 eV
LUMO level (alpha / beta): 0.035 / -0.036 hartree

Atoms and positions in Å:
1 C 0.593 -1.489 -0.282
2 H 1.268 -2.329 -0.623
3 C -2.580 0.344 0.050
4 H -2.758 0.069 -0.930
5 H 3.165 -0.653 -0.275
6 N -0.064 2.015 0.288
7 N -1.213 -0.192 0.264
8 H 0.803 2.487 0.146
9 H -3.299 -0.038 0.750
10 C 2.458 0.212 0.067
11 H -2.624 1.381 0.111
12 N 1.058 -0.142 -0.095
13 C 0.014 0.763 0.141
14 H 2.573 0.368 1.120
15 H 2.756 1.044 -0.470
16 C -0.756 -1.466 -0.186
17 H -1.395 -2.375 -0.077

The molecule C5H9N3O, computed with ωB97M-V with the def2-TZVPD basis set.

Output
SMILES: CC1=NN(C)C(=O)NC1
HOMO-LUMO gap (alpha / beta): 7.79 / 7.79 eV
charge: 0
HOMO level (alpha / beta): -0.2786 / -0.2786 Ha
spin multiplicity: 1
molecular weight: 127.15 g/mol
calculated total energy: -11845.112 eV
LUMO level (alpha / beta): 0.008 / 0.008 hartree

Atoms and positions in Å:
1 H 1.852 1.135 1.182
2 H 1.690 -2.414 0.221
3 H 1.777 -1.675 1.824
4 H -2.879 -1.343 -0.592
5 H -3.025 0.376 -0.162
6 O 0.195 1.267 -2.320
7 H 0.247 0.962 1.929
8 H 2.808 -1.079 0.525
9 H 0.554 2.727 -0.159
10 C 1.814 -1.468 0.748
11 N -1.106 -0.253 -0.708
12 N 0.244 1.769 -0.044
13 C 0.803 0.895 0.984
14 C -2.550 -0.333 -0.844
15 C 0.128 0.979 -1.163
16 C 0.763 -0.483 0.320
17 N -0.502 -0.992 0.127
18 H -2.815 -0.071 -1.869

The molecule C5H9N3O, computed with ωB97M-V with the def2-TZVPD basis set.

Output
SMILES: Cc1nc(N)c(O)n1C
HOMO-LUMO gap: 7.55 eV
charge: 0
HOMO level: -0.2507 Ha
spin multiplicity: 1
molecular weight: 127.15 g/mol
calculated total energy: -11848.381 eV
LUMO level: 0.027 hartree

Atoms and positions in Å:
1 C 0.282 0.842 0.561
2 H 0.428 -3.104 1.488
3 C -1.193 0.783 -1.598
4 H -1.679 1.690 -1.230
5 H 1.711 -2.219 2.065
6 H -0.539 1.018 -2.442
7 H -0.088 2.646 1.624
8 N -0.388 0.205 -0.550
9 N 0.786 -0.044 1.384
10 C 0.602 -1.243 0.743
11 H 1.449 2.597 0.735
12 C -0.145 -1.130 -0.408
13 C 0.393 2.314 0.698
14 O -0.565 -2.044 -1.281
15 H -1.967 0.076 -1.912
16 H -0.061 2.860 -0.132
17 H -0.124 -2.872 -1.013
18 N 1.098 -2.375 1.268

C5H9N3O5PS as an isolated structure, computed with ωB97M-V with the def2-TZVPD basis set.

Output
HOMO-LUMO gap: 8.18 eV
charge: -1
HOMO level: -0.1768 Ha
spin multiplicity: 1
molecular weight: 254.18 g/mol
calculated total energy: -40163.261 eV
LUMO level: 0.124 hartree

Atoms and positions in Å:
1 H 1.649 0.924 0.262
2 S -4.604 -0.438 -0.550
3 C -0.982 0.986 0.481
4 N 0.200 -1.104 0.523
5 C 1.070 0.775 -0.743
6 H -0.506 -2.948 0.028
7 C -0.852 -0.275 0.807
8 H -5.174 -0.426 1.586
9 H -0.715 1.919 -1.380
10 O -3.458 0.851 -0.398
11 H -0.255 -2.807 1.599
12 H 1.707 -1.167 -0.744
13 H 0.091 -0.888 -1.591
14 H 0.287 2.706 -0.092
15 N -4.573 -0.902 0.925
16 O -1.996 -0.689 1.410
17 O -5.852 0.148 -1.057
18 P -2.769 0.715 1.011
19 O -3.334 1.421 2.129
20 N 0.101 -2.518 0.647
21 C 0.707 -0.656 -0.772
22 H 1.561 0.965 -1.722
23 O -3.929 -1.312 -1.439
24 C -0.147 1.672 -0.482

The molecule C5H9N3S, computed with ωB97M-V with the def2-TZVPD basis set.

Output
HOMO-LUMO gap (alpha / beta): 7.55 / 7.55 eV
charge: 0
HOMO level (alpha / beta): -0.2568 / -0.2568 Ha
spin multiplicity: 1
molecular weight: 143.22 g/mol
calculated total energy: -20631.222 eV
LUMO level (alpha / beta): 0.021 / 0.021 hartree

Atoms and positions in Å:
1 H 2.225 0.827 1.378
2 H 2.467 0.142 -1.773
3 H -2.217 1.250 0.835
4 H 1.739 1.882 0.035
5 C 1.627 0.844 0.357
6 H -2.569 1.037 -0.904
7 N 0.281 0.509 0.654
8 H 3.363 -0.261 -0.313
9 N -0.577 1.041 -0.496
10 C -1.957 0.727 -0.181
11 H -2.957 -2.459 0.481
12 C -2.127 -0.683 0.045
13 S 1.342 -1.633 -0.384
14 C 0.197 -0.897 0.655
15 H 0.015 -1.362 1.570
16 N -3.014 -1.540 0.004
17 C 2.326 -0.144 -0.663
18 H -0.165 0.719 -1.298

For the records above, the corresponding maximum force values read 3.6 7.9 1.2 2.7 7.5 7.6 0.5 8.0 1.1 3.4 4.4 4.7 eV/Å.